# 1
20
Properties=species:S:1:pos:R:3:forces:R:3:lowdin_charge:R:1 method="wB97M-V/def2-TZVPD" homo_energy_ha=-0.3058 e_tot_ha=-378.6148
C -0.823 1.999 -1.767 0.09 -0.03 -0.03 -0.127
N -0.050 0.916 -1.212 -0.66 -0.16 0.34 -0.027
C -0.325 0.414 -0.065 1.13 1.13 -0.40 -0.402
N -1.212 0.893 0.853 -0.14 -0.19 -0.23 0.171
C 0.568 -0.748 0.342 -1.43 -1.24 -0.13 -0.592
C 0.978 -0.741 1.814 -0.29 0.03 -0.26 -0.047
N -0.459 -1.910 0.148 1.11 0.71 0.42 0.059
N 1.694 -0.736 -0.530 -0.72 1.76 -0.99 0.026
H -0.518 2.122 -2.811 -0.17 0.15 0.22 0.073
H -1.901 1.802 -1.746 -0.06 0.01 -0.02 0.073
H -0.635 2.934 -1.229 -0.02 0.07 -0.05 0.081
H -1.942 1.488 0.492 -0.05 -0.09 0.21 0.089
H -1.462 0.252 1.593 -0.16 0.16 -0.20 0.095
H 1.411 0.223 2.074 0.09 -0.01 -0.01 0.084
H 1.730 -1.512 1.957 0.08 -0.08 0.10 0.075
H 0.133 -0.947 2.469 0.01 -0.02 0.10 0.066
H -0.013 -2.769 0.453 -0.03 -0.07 -0.01 0.054
H -0.633 -2.006 -0.850 0.12 0.04 0.03 0.064
H 1.367 -0.012 -1.350 1.17 -2.58 1.59 0.120
H 2.093 -1.661 -0.634 -0.06 0.40 -0.66 0.067



# 2
20
Properties=species:S:1:pos:R:3:forces:R:3:lowdin_charge:R:1 method="wB97M-V/def2-TZVPD" homo_energy_ha=-0.2934 e_tot_ha=-378.4243
C 1.277 -1.339 -1.677 0.20 0.26 0.43 -0.110
C 0.014 -0.741 -1.121 -0.82 1.95 -0.06 -0.284
C -1.186 -1.180 -1.501 0.20 0.33 0.22 -0.010
H 0.330 -0.533 0.768 0.32 1.05 2.17 0.129
H 1.936 -1.678 -0.872 0.08 -0.05 -0.06 0.070
H 1.840 -0.588 -2.238 -0.04 0.00 0.02 0.075
H 1.083 -2.187 -2.342 -0.09 0.10 0.12 0.073
H -2.106 -0.680 -1.207 0.07 0.10 0.07 0.044
H -1.322 -2.001 -2.202 0.12 -0.13 0.18 0.055
N 0.205 0.328 1.396 -0.17 -0.07 -1.07 -0.271
N -1.066 0.411 2.029 0.37 -0.63 0.11 0.054
N 1.268 0.959 2.088 -0.34 -1.00 -0.11 0.053
C 0.076 1.029 -0.345 0.18 -2.18 -2.07 -0.305
N -0.848 1.883 -0.493 -0.49 0.35 0.58 0.010
H -1.620 -0.367 1.676 0.04 0.07 0.14 0.082
H -1.532 1.267 1.719 0.27 0.09 -0.27 0.064
H 1.267 0.601 3.039 0.06 0.07 0.04 0.077
H 1.072 1.959 2.138 -0.14 -0.21 -0.25 0.087
H -1.791 1.546 -0.307 0.00 -0.14 -0.47 0.014
H 1.103 1.311 -0.547 0.20 0.04 0.29 0.094



# 3
20
Properties=species:S:1:pos:R:3:forces:R:3:lowdin_charge:R:1 method="wB97M-V/def2-TZVPD" total_charge=+2 homo_energy_ha=-0.6301 e_tot_ha=-377.9569
C -2.031 0.548 -0.496 -0.41 -0.77 -0.72 -0.059
C -1.141 1.515 -0.256 0.41 1.11 0.55 -0.098
C -3.001 0.156 0.429 0.03 0.28 0.28 -0.084
C 1.304 -1.206 -0.296 0.23 -0.51 0.12 -0.071
N -0.300 2.307 -0.024 -0.35 -0.33 0.01 0.274
N -3.977 -0.663 0.168 -0.07 -0.07 0.06 0.211
N 2.721 0.534 0.502 0.41 -0.09 0.09 0.185
N 1.540 0.228 -0.277 0.29 0.03 -0.09 -0.121
H -2.046 0.141 -1.500 0.00 0.05 -0.08 0.138
H -2.954 0.570 1.432 -0.16 -0.09 0.01 0.161
H 1.032 -1.539 0.705 -0.04 -0.07 0.02 0.098
H 0.467 -1.398 -0.961 -0.04 0.05 -0.01 0.093
H 2.159 -1.787 -0.655 0.01 -0.04 0.00 0.100
H -0.190 3.307 -0.066 -0.22 0.29 -0.09 0.139
H 2.864 1.558 0.546 -0.10 -0.45 -0.01 0.191
H -4.667 -0.897 0.873 0.11 0.03 -0.07 0.157
H -4.113 -1.070 -0.751 0.04 0.05 0.09 0.156
H 3.603 0.093 0.159 -0.45 0.19 0.13 0.197
H 2.566 0.196 1.472 0.06 0.23 -0.49 0.194
H 1.689 0.569 -1.226 0.28 0.09 0.23 0.142



# 4
20
Properties=species:S:1:pos:R:3:forces:R:3:lowdin_charge:R:1 method="wB97M-V/def2-TZVPD" total_charge=+2 homo_energy_ha="-0.6598 / -0.6598" e_tot_ha=-377.8585
C -1.974 -0.058 -0.052 3.31 -1.10 -1.25 -0.208
C 0.381 -0.869 -0.222 -3.84 1.30 0.45 -0.023
C 0.622 1.430 0.114 -1.35 4.31 0.42 -0.021
C 2.529 -0.125 0.481 0.91 -2.50 -0.04 0.067
N -2.491 0.092 1.127 -0.21 0.16 -0.34 0.191
N 1.104 0.125 0.055 1.40 -3.14 1.00 -0.103
N -2.579 -0.038 -1.223 -1.57 -0.15 2.60 0.187
N 0.264 -2.053 -0.697 1.40 0.96 -0.08 0.281
H 1.114 1.886 -0.730 -0.31 0.67 -0.75 0.121
H -0.559 1.515 -0.036 2.98 -0.25 0.53 0.131
H 1.082 2.081 0.962 -1.11 -1.68 -0.91 0.166
H 2.720 -0.973 1.204 -1.06 1.00 -0.61 0.151
H 3.252 -0.302 -0.300 -0.62 -0.61 -1.31 0.117
H 2.995 0.730 0.807 0.09 2.40 1.58 0.077
H -1.935 0.169 1.945 0.88 -0.25 0.50 0.124
H -3.421 0.384 1.334 -1.21 0.16 -0.32 0.141
H -2.211 -0.202 -2.128 0.79 -0.15 -0.52 0.122
H -3.588 -0.126 -1.135 -0.25 0.28 -0.67 0.146
H -0.295 -2.733 -0.230 -0.59 -0.69 0.13 0.159
H 0.808 -2.268 -1.515 0.36 -0.72 -0.40 0.171